{"formula": "C4H7NO2", "method": "ωB97M-V/def2-TZVPD", "e_homo_ev": -8.6, "max_force_ev_per_a": 0.451, "homo_lumo_gap_ev": 9.4, "multiplicity": 1, "elements": ["C", "C", "O", "C", "C", "N", "O", "H", "H", "H", "H", "H", "H", "H"], "xyz": [[-1.0574, -1.6470, 0.3586], [2.1889, 0.4696, 1.3821], [1.9984, 0.6768, 0.1108], [0.8347, 1.3776, -0.3806], [-0.2823, 0.3850, -0.5916], [-0.9354, 0.3725, -1.6743], [-0.4231, -0.3872, 0.5098], [-1.0481, -2.1059, 1.3470], [-0.4883, -2.2680, -0.3417], [-2.0935, -1.5528, 0.0154], [1.3600, 1.0168, 1.9173], [1.0957, 1.8331, -1.3353], [0.5449, 2.1383, 0.3535], [-1.6945, -0.3087, -1.6710]], "lowdin_charge": [-0.055, 0.060, -0.169, -0.100, -0.445, 0.181, -0.087, 0.097, 0.106, 0.087, 0.010, 0.132, 0.131, 0.052]}